No. 1
# C42H80NO5

A cluster of 3 separate species, C42H80NO5 in total at a distorted geometry (the ωB97M-V functional and the def2-TZVPD basis, OMol25).

ORCA input file:
```
! wB97M-V def2-TZVPD RIJCOSX def2/J DEFGRID3
* xyz 1 1
O 3.74112 1.56102 1.47075
O 3.42131 3.94086 -0.78530
O -0.36534 -3.96185 -0.78282
O -8.68607 0.20114 -0.90683
O -0.26611 -5.31390 -2.71161
N 4.01077 0.39066 -2.24876
C 2.66348 3.28350 4.91584
C 4.23239 1.54979 -1.41226
C -0.10277 -1.84264 -4.52871
C -2.73610 2.50250 -3.22631
C -5.09815 1.22331 -3.02337
C 0.36219 -4.25518 -3.48802
C 3.01280 0.78094 5.24447
C 5.48050 1.56984 -0.41591
C 2.08819 4.91190 7.53188
C -2.53580 -6.51553 4.03337
C 2.01722 1.93238 5.22858
C -6.11510 2.18200 -3.80793
C -8.87158 1.41405 -1.70959
C -1.34391 2.80084 -2.44160
C -0.36255 3.69634 -3.36578
C 5.89843 3.69620 -3.38555
C 5.09603 1.93155 1.10247
C 2.02412 2.75009 -2.55181
C -7.07927 3.07310 -2.87933
C 1.89348 -5.72242 0.31975
C 1.05609 4.00839 -2.67248
C -2.28511 -8.24771 5.88658
C 3.70531 3.76073 5.93296
C 2.92652 0.27825 -3.22761
C 2.90636 -1.08869 -4.07384
C 0.86830 -6.16680 -0.55447
C 1.05035 -2.01065 -5.63797
C -9.21280 0.46551 0.43182
C 2.24067 -0.92928 -5.53685
C 3.20055 3.88440 7.37169
C -1.22649 -6.82609 3.30066
C 0.00439 -6.08315 3.82318
C -0.75516 -3.28091 -4.13258
C 4.57140 4.71130 -1.25131
C -3.90713 1.97514 -2.25769
C 3.24722 2.74544 -1.54849
C 4.77389 4.74357 -2.84411
C -0.10279 -4.57111 3.68022
C -2.51801 -6.78345 5.53952
C 1.87889 1.43324 -3.41263
C 0.02756 -5.03408 -1.32261
C -7.57022 2.37179 -1.52308
H 2.42242 5.90090 7.20910
H -6.58276 4.07500 -2.64938
H 1.57367 4.80000 -3.34294
H -7.93244 3.22956 -0.83002
H -3.05831 -8.88032 5.44401
H 6.48583 4.18269 -4.25579
H 2.44287 -1.96830 -3.47927
H 4.08694 4.73461 5.60513
H 0.53333 -1.87224 -6.66557
H 1.87417 4.03647 4.82218
H 4.56506 3.08253 5.91989
H 3.81475 4.64632 -3.45444
H -3.48289 -6.47599 5.95712
H -0.89280 -1.12508 -4.96860
H -4.34612 2.81836 -1.60303
H 1.02475 -4.70067 -4.32725
H -9.13097 1.20297 -2.80101
H 3.03915 -1.19694 -6.33216
H 4.02049 -1.38624 -4.20382
H -3.33599 -7.10868 3.57627
H -0.24282 3.20089 -4.39711
H -2.80727 -5.46784 3.86664
H 0.81355 -4.09335 4.03770
H 0.19409 -6.34185 4.86913
H 1.07501 -3.59823 -2.85378
H 1.20154 4.64078 6.95447
H -8.75210 -0.33233 1.13328
H 3.52229 0.69384 4.28068
H -2.31496 -8.38664 6.97058
H -9.80519 1.93310 -1.25578
H 2.80183 -6.38715 0.53988
H 1.89218 0.12797 -5.78735
H 5.20213 5.79224 -3.09117
H -3.09743 3.48119 -3.73110
H -1.76103 -6.16400 6.03033
H 1.02899 1.30732 -4.16272
H 2.49529 -0.16172 5.43994
H 1.48564 1.97308 6.18366
H -1.53296 -3.03716 -3.31140
H 0.87997 -6.42413 3.25916
H -0.78425 1.81993 -2.17481
H -1.03124 -7.90257 3.34364
H 3.32053 2.41604 1.73186
H 5.18923 3.08255 1.20968
H 4.04109 4.17917 8.00909
H -5.69107 0.53209 -2.30761
H 5.51966 4.37027 -0.68400
H -2.54938 1.72743 -4.04792
H -1.22774 -3.69113 -5.08707
H 6.68980 3.45108 -2.58638
H 0.61710 -7.25290 -0.79230
H 3.76813 0.91071 6.02368
H 4.67242 -0.40589 -2.15107
H 0.87803 4.54376 -1.66603
H 0.24135 -1.37408 -3.54311
H 2.86069 2.91311 7.74362
H -1.31086 -8.59583 5.53638
H -0.93441 -4.16787 4.26331
H -10.35572 0.30554 0.43033
H -5.48373 2.92848 -4.43415
H -0.88403 4.70677 -3.55322
H 5.39452 2.76908 -3.82623
H -6.75245 1.60636 -4.56475
H 1.78968 4.98236 8.58109
H 1.76872 -4.67664 0.79332
H 1.25970 1.72591 4.46443
H -3.44728 1.22199 -1.50587
H 6.23963 2.36077 -0.77158
H 4.39597 5.80204 -0.91498
H 3.14356 3.22824 3.93064
H -1.36071 -6.58823 2.23869
H 6.04924 0.56736 -0.42387
H 5.89097 1.50839 1.83092
H -8.03055 3.29001 -3.50713
H -6.73578 1.84685 -0.92712
H -8.90226 1.49132 0.84378
H -4.63584 0.50967 -3.80729
H -0.24609 -4.28829 2.63337
H 1.55698 -3.04880 -5.63599
H -1.58261 3.30764 -1.43743
*
```

Properties
Kohn-Sham gap = 0.253 hartree
LUMO energy = -3.959 eV
HOMO = -10.8380 eV
max |F| = 5.1 eV/A

---

No. 2
# C5H10O2

An isolated molecule of C5H10O2 (the ωB97M-V functional and the def2-TZVPD basis, OMol25).

ORCA input file:
```
! wB97M-V def2-TZVPD RIJCOSX def2/J DEFGRID3
* xyz 0 1
O 0.24460 -1.14064 -0.03743
O 2.66371 -1.03802 0.99802
C -0.00597 0.20561 0.28995
C 2.62926 0.03071 0.42858
C -2.29358 -0.72279 -0.34674
C 1.39643 0.87484 0.02075
C -1.36167 0.51403 -0.46514
H -2.64012 -0.87761 0.68354
H 1.58557 1.09525 -1.04230
H 3.60407 0.51134 0.17163
H -1.75359 -1.62330 -0.64026
H 1.57289 1.80882 0.56556
H 0.93994 -1.43657 0.56756
H -0.27355 0.33476 1.36518
H -3.18385 -0.64184 -0.98532
H -1.22712 0.72926 -1.53234
H -1.89701 1.37616 -0.04126
*
```

Properties
Kohn-Sham gap = 0.403 hartree
LUMO energy = 0.952 eV
HOMO = -10.0095 eV
max |F| = 0.8 eV/A

---

No. 3
# CHFN2OS

A cluster of 2 separate species, CHFN2OS in total at a distorted geometry (the ωB97M-V functional and the def2-TZVPD basis, OMol25).

ORCA input file:
```
! wB97M-V def2-TZVPD RIJCOSX def2/J DEFGRID3
* xyz 0 1
S -0.37912 -0.37365 -0.09580
F -0.33188 -0.01483 2.22797
O -1.02144 -1.62302 -0.32880
N -0.74788 0.96691 -0.64196
N 2.54458 -0.12052 -0.38228
C 1.42657 -0.36499 -0.40690
H -1.49082 1.53010 -0.37224
*
```

Properties
Kohn-Sham gap (spin up / spin down) = 0.316 / 0.325 hartree
LUMO energy (spin up / spin down) = -3.365 / -3.380 eV
HOMO (spin up / spin down) = -11.9713 / -12.2197 eV
max |F| = 3.7 eV/A

---

No. 4
# C6H10N

A structure of composition C6H10N at a distorted geometry (the ωB97M-V functional and the def2-TZVPD basis, OMol25).

ORCA input file:
```
! wB97M-V def2-TZVPD RIJCOSX def2/J DEFGRID3
* xyz 1 1
N 1.93247 -0.31930 -0.14553
C -1.51348 -0.76590 -0.04600
C -0.50103 -1.50073 0.82793
C -0.52175 0.22934 -0.68227
C 0.72276 -0.37776 -0.12466
C 3.17742 -0.36088 -0.07873
C -0.67904 1.67120 -0.20631
H -1.97035 -1.43055 -0.77558
H -0.26037 -2.52756 0.60077
H -0.72330 1.72292 0.87941
H -1.60573 2.07165 -0.60762
H 3.73872 -1.00056 -0.74505
H -2.30001 -0.27873 0.52540
H 3.70772 0.26968 0.62116
H 0.14481 2.29083 -0.55355
H -0.50550 0.21675 -1.77565
H -0.42253 -1.21874 1.86720
*
```

Properties
Kohn-Sham gap = 0.347 hartree
LUMO energy = -5.007 eV
HOMO = -14.4530 eV
max |F| = 5.0 eV/A

---

No. 5
# C4H6NS

A cluster of 2 separate species, C4H6NS in total at a distorted geometry (the ωB97M-V functional and the def2-TZVPD basis, OMol25).

ORCA input file:
```
! wB97M-V def2-TZVPD RIJCOSX def2/J DEFGRID3
* xyz 1 1
S 1.48084 1.06508 1.52450
N -0.09459 0.02137 -0.10785
C 1.87075 -1.18789 -1.08010
C -1.36941 -0.47633 -0.65390
C -0.01370 0.83547 0.93016
C 0.92237 -0.62324 -0.61971
H -0.90039 1.31487 1.20367
H -1.31982 -1.60809 -0.75819
H -1.69873 -0.04633 -1.61141
H 0.74134 2.87421 2.48594
H -2.13742 -0.23774 0.00389
H 2.51876 -1.93137 -1.31701
*
```

Properties
Kohn-Sham gap (spin up / spin down) = 0.282 / 0.261 hartree
LUMO energy (spin up / spin down) = -6.624 / -7.154 eV
HOMO (spin up / spin down) = -14.2979 / -14.2526 eV
max |F| = 4.7 eV/A

---

No. 6
# C3H5F6NO4S2V

A structure of composition C3H5F6NO4S2V at a distorted geometry (the ωB97M-V functional and the def2-TZVPD basis, OMol25).

ORCA input file:
```
! wB97M-V def2-TZVPD RIJCOSX def2/J DEFGRID3
* xyz 0 4
V 0.94606 0.30430 -1.41653
S -1.19805 -1.55254 0.02549
S -1.42441 1.19537 0.38500
F 0.59530 -2.23867 1.85413
F -1.54166 3.38550 1.87028
F -2.60783 1.65872 2.72811
F -1.47668 -2.74709 2.37620
F -0.39899 -3.93669 0.86588
F -0.40809 1.71925 2.76934
O -0.14492 1.58728 -0.24712
O -2.65039 1.51981 -0.30090
O -0.11402 -1.38533 -0.95882
O -2.43210 -2.11694 -0.45100
N -1.37289 -0.28909 0.98231
C 2.85200 0.72787 -2.71980
C -1.50234 2.04399 2.05432
C -0.58273 -2.69463 1.37036
H 3.16038 1.77479 -2.69614
H 2.00649 -0.03999 -0.30392
H 1.84463 0.62571 -3.17969
H 2.90781 0.31100 -1.67040
H 3.54241 0.14736 -3.33711
*
```

Properties
Kohn-Sham gap (spin up / spin down) = 0.309 / 0.349 hartree
LUMO energy (spin up / spin down) = -0.251 / -0.392 eV
HOMO (spin up / spin down) = -8.6576 / -9.8933 eV
max |F| = 2.0 eV/A
⟨S²⟩ = 3.765

---

- What is the max |F| in the fourth record?
  5.0 eV/A